A:
The following is a DFT calculation (wB97M-V/def2-TZVPD) of C2H5N3S in the gas phase.

Element x y z (Å)
C (-0.0784, -0.3969, 2.2263)
N (-0.7458, 0.3819, 1.4702)
N (-0.2548, 0.5876, 0.2111)
C (0.2353, -0.4661, -0.5745)
N (0.5520, -0.3973, -1.7928)
S (0.2768, 1.1893, -2.4679)
H (-0.5445, -0.5745, 3.2017)
H (0.8345, -0.9044, 1.8830)
H (-0.8242, 1.1960, -0.3905)
H (0.4624, -1.3788, -0.0195)
H (0.0866, 0.7633, -3.7470)

Output
Molar mass in g mol⁻¹: 103.150
LUMO energy in eV: 0.85
Frontier orbital gap in eV: 9.627
SMILES: C=NN/C=N\S

Atom charges from the Mulliken analysis, given in e for atoms 1 to 5:
1 C -0.333
2 N -0.594
3 N 0.049
4 C 0.217
5 N -0.455

=====

B:
The following is a DFT calculation (wB97M-V/def2-TZVPD) of C2H5N3S in the gas phase.

Element x y z (Å)
H (-3.2164, -0.5651, -0.0555)
N (-2.3205, -1.0813, 0.0556)
C (-1.2923, -0.3532, -0.0353)
N (-1.2358, 0.9923, -0.1583)
S (0.2231, -1.2651, -0.1018)
N (1.3109, 0.0432, 0.0299)
C (2.5664, -0.1863, -0.0288)
H (-1.9379, 1.5639, 0.2929)
H (-0.3355, 1.4301, -0.0993)
H (3.2754, 0.6419, 0.0255)
H (2.9626, -1.2203, 0.0749)

Output
Molar mass in g mol⁻¹: 103.150
LUMO energy in eV: 0.82
Frontier orbital gap in eV: 9.660
SMILES: [H]/N=C(\N)SN=C

Atom charges from the Mulliken analysis, given in e for atoms 1 to 5:
1 H 0.218
2 N -0.651
3 C 0.532
4 N -0.448
5 S -0.045

=====

B wins, 1.223 eV ahead of the next structure.

=====

A:
The following is a DFT calculation (wB97M-V/def2-TZVPD) of a molecular structure, C6H9BrN3O2.

Element x y z (Å)
C (0.9134, -0.7248, 1.8395)
C (0.5950, -1.8234, 0.8670)
C (0.7736, 0.5921, 1.4923)
C (-0.6655, -1.3764, 0.1115)
C (-0.3101, 0.4149, -0.6624)
C (-1.5621, 0.1637, -2.7937)
N (0.3121, 1.0653, 0.2278)
N (-0.6429, 0.8530, -1.8166)
N (1.0703, 1.7163, 2.3487)
O (1.1566, 1.5130, 3.5440)
O (1.2419, 2.7787, 1.7422)
Br (2.2435, -2.1906, -0.3713)
H (1.2603, -1.0792, 2.7219)
H (0.5108, -2.7058, 1.4340)
H (-0.9121, -2.0193, -0.7618)
H (-1.2722, -1.0446, 0.9330)
H (-2.4931, 0.5647, -2.5135)
H (-1.1776, 0.5014, -3.7212)
H (-1.4500, -0.9453, -2.7412)
H (0.9102, 1.9173, 0.0814)
H (-0.5020, 1.8290, -1.9615)

Output
Molar mass in g mol⁻¹: 235.061
Net charge: +1
LUMO energy in eV: -5.04
Frontier orbital gap in eV: 8.860

Atom charges from the Mulliken analysis, given in e for atoms 1 to 5:
1 C -0.403
2 C -0.470
3 C -0.091
4 C -0.875
5 C 0.530

=====

B:
The following is a DFT calculation (wB97M-V/def2-TZVPD) of a gas-phase ion, C6H9BrN3O2 (charge +1).

Element x y z (Å)
N (2.4560, 0.4539, -1.2831)
C (1.0612, 0.6179, -0.7839)
C (1.0056, 0.6902, 0.7298)
C (-0.6300, 0.5327, 1.0078)
N (-0.8580, -0.2841, 2.1410)
C (-1.8031, -1.0989, 1.9491)
N (-2.4286, -1.0521, 0.7156)
C (-1.7831, -0.1575, -0.1116)
Br (-2.8476, 1.1472, -1.0656)
O (-0.9605, -0.8654, -1.1124)
C (0.3062, -0.6490, -1.3362)
O (0.9767, -1.3979, -2.0060)
H (3.1278, 0.3588, -0.5118)
H (2.7666, 1.2062, -1.9056)
H (2.3841, -0.4724, -1.8236)
H (0.6001, 1.5076, -1.2242)
H (1.4938, -0.1440, 1.2241)
H (1.3101, 1.6405, 1.1490)
H (-1.0070, 1.5424, 1.1955)
H (-2.1506, -1.7903, 2.6958)
H (-3.0198, -1.7859, 0.3565)

Output
Molar mass in g mol⁻¹: 235.061
Net charge: +1
LUMO energy in eV: -3.39
Frontier orbital gap in eV: 9.686
SMILES: [NH3+][C@@H]1C[C@@H]2N=CN[C@]2(Br)OC1=O

Atom charges from the Mulliken analysis, given in e for atoms 1 to 5:
1 N -0.173
2 C -0.179
3 C -1.027
4 C -0.125
5 N -0.629

=====

B wins, 4.791 eV ahead of the next structure.

=====

A:
The following is a DFT calculation (wB97M-V/def2-TZVPD) of C4H5ClN2O in the gas phase.

Element x y z (Å)
N (-1.0388, -0.0818, 1.8828)
C (-0.4399, 0.2144, 0.6319)
C (0.8850, 0.0464, 0.4546)
C (1.6249, -0.0662, -0.8184)
C (1.2036, 0.1320, -2.0278)
O (0.8467, 0.3193, -3.1058)
N (-1.2657, 0.5123, -0.4611)
Cl (-2.7247, -0.4203, -0.4704)
H (-0.5456, -0.6827, 2.5085)
H (-2.0135, -0.3446, 1.7535)
H (1.3632, 0.0022, 1.4529)
H (2.7554, -0.1916, -0.5557)
H (-0.6506, 0.5607, -1.2450)

Output
Molar mass in g mol⁻¹: 132.550
LUMO energy in eV: 0.27
Frontier orbital gap in eV: 7.644
SMILES: N/C(=C/C=C=O)NCl

Atom charges from the Mulliken analysis, given in e for atoms 1 to 5:
1 N -0.540
2 C 0.734
3 C -0.520
4 C -0.593
5 C 0.609

=====

B:
The following is a DFT calculation (wB97M-V/def2-TZVPD) of C4H5ClN2O in the gas phase.

Element x y z (Å)
H (3.5016, -1.2122, 0.6446)
N (2.8877, -0.6207, -0.1302)
C (1.6237, -0.5016, 0.2350)
N (1.0644, 0.4968, -0.5415)
C (-0.1823, 0.9896, -0.3804)
O (-0.4095, 2.1284, -0.5737)
C (-1.3631, -0.0485, -0.0719)
C (-2.6605, 0.0822, 0.3525)
Cl (-0.9953, -1.6273, -0.7103)
H (1.1060, -1.1787, 0.8378)
H (1.5813, 1.3595, -1.0378)
H (-3.1089, -0.9474, 0.7608)
H (-3.0452, 1.0801, 0.6152)

Output
Molar mass in g mol⁻¹: 132.550
LUMO energy in eV: -0.02
Frontier orbital gap in eV: 9.695
SMILES: [H]/N=C/NC(=O)C(=C)Cl

Atom charges from the Mulliken analysis, given in e for atoms 1 to 5:
1 H 0.247
2 N -0.628
3 C -0.023
4 N -0.255
5 C 0.451

=====

C:
The following is a DFT calculation (wB97M-V/def2-TZVPD) of C4H5ClN2O in the gas phase.

Element x y z (Å)
Cl (0.5605, 2.2132, 1.8800)
C (0.6068, 0.5177, 1.5569)
C (-0.4494, 0.0528, 0.4993)
N (-1.1722, -1.0282, -0.0658)
N (-0.9235, -0.8937, -1.3451)
C (0.0049, -0.2285, -1.7425)
O (1.1646, 0.3240, -1.1261)
C (0.9715, -0.0607, 0.2130)
H (0.8586, -0.0110, 2.4828)
H (-0.7092, 1.1208, 0.1626)
H (-2.2383, -0.9197, 0.0282)
H (0.1197, -0.0258, -2.8819)
H (1.2059, -1.0609, 0.3387)

Output
Molar mass in g mol⁻¹: 132.550
LUMO energy in eV: 0.88
Frontier orbital gap in eV: 10.060
SMILES: Cl[C@H]1[C@@H]2NN=CO[C@@H]12

Atom charges from the Mulliken analysis, given in e for atoms 1 to 5:
1 Cl -0.188
2 C -0.177
3 C -0.271
4 N -0.316
5 N -0.345

=====

B wins, 0.488 eV ahead of the next structure.

=====

A:
The following is a DFT calculation (wB97M-V/def2-TZVPD) of C9H11NOS in the gas phase.

Element x y z (Å)
C (-2.4660, -0.4408, 1.1573)
C (-2.1605, -1.5108, 0.2886)
C (-1.7238, 0.7118, 1.0556)
C (-1.2439, -1.3872, -0.6773)
C (-0.9123, 0.8645, 0.0344)
C (-0.6796, -0.1720, -0.8787)
C (-0.0733, 2.0691, -0.1845)
C (1.4392, 1.8842, -0.1333)
C (2.2725, -1.3822, -0.6250)
N (2.1880, 0.9742, 0.2963)
O (2.4331, -0.7623, 2.0316)
S (1.5930, -0.5502, 0.8761)
H (-3.3288, -0.4397, 1.9555)
H (-2.7950, -2.3535, 0.1614)
H (-1.9764, 1.4858, 1.7990)
H (-1.1661, -2.1589, -1.4477)
H (-0.4459, 2.3080, -1.1733)
H (-0.3663, 2.8256, 0.3879)
H (0.0224, -0.0409, -1.6965)
H (2.1317, 2.7377, -0.5730)
H (3.3833, -1.2537, -0.7475)
H (1.8282, -1.0302, -1.5037)
H (2.0466, -2.3785, -0.4031)

Output
Molar mass in g mol⁻¹: 181.260
LUMO energy in eV: 0.66
Frontier orbital gap in eV: 8.991

Atom charges from the Mulliken analysis, given in e for atoms 1 to 5:
1 C -0.410
2 C -0.559
3 C -0.485
4 C -0.279
5 C 0.401

=====

B:
The following is a DFT calculation (wB97M-V/def2-TZVPD) of C9H11NOS in the gas phase.

Element x y z (Å)
C (-1.1840, -3.8946, -1.0465)
S (-1.9912, -2.3706, -1.3757)
C (-0.9051, -1.2945, -0.5358)
C (0.3479, -1.9276, -0.0769)
C (1.3645, -1.0419, 0.3458)
C (1.1384, 0.3053, 0.3237)
C (0.0489, 0.9655, -0.2906)
N (0.0314, 2.3460, -0.4145)
C (0.0933, 3.3476, 0.4540)
C (0.7280, 3.0140, 1.8061)
O (-0.2502, 4.4510, 0.0745)
C (-1.0118, 0.1638, -0.6898)
H (-0.2935, -3.8505, -1.8832)
H (-0.9937, -4.0083, 0.0465)
H (-1.8035, -4.7430, -1.4074)
H (0.3338, -3.0347, -0.3699)
H (2.3684, -1.3482, 0.7793)
H (2.2277, 0.8796, 0.4377)
H (-0.9870, 2.6325, -1.0400)
H (0.4105, 2.0002, 2.2125)
H (1.8067, 3.0122, 1.7133)
H (0.2395, 3.8232, 2.3796)
H (-1.7189, 0.5732, -1.4427)

Output
Molar mass in g mol⁻¹: 181.260
LUMO energy in eV: 0.63
Frontier orbital gap in eV: 8.801
SMILES: CSc1cccc(NC(C)=O)c1

Atom charges from the Mulliken analysis, given in e for atoms 1 to 5:
1 C -0.930
2 S -0.065
3 C 0.537
4 C -0.516
5 C -0.871

=====

C:
The following is a DFT calculation (wB97M-V/def2-TZVPD) of C9H11NOS in the gas phase.

Element x y z (Å)
C (-0.2410, -1.0109, 2.5848)
C (0.2459, 0.2483, 2.4919)
C (-0.5870, -1.7058, 1.4270)
C (0.4042, 0.9353, 1.2766)
C (-0.4526, -1.0699, 0.2011)
C (0.0766, 0.2526, 0.1572)
C (0.2983, 0.9321, -1.0853)
C (1.5397, -1.8329, -2.2163)
C (-1.7015, 2.6436, -0.4633)
N (1.3002, -0.8190, -3.0961)
O (0.5797, 0.3717, -2.2739)
S (-0.0592, 2.6006, -1.3422)
H (-0.4874, -1.4903, 3.5267)
H (0.7086, 0.7547, 3.3388)
H (-1.0004, -2.6675, 1.6276)
H (0.8541, 1.8806, 1.3337)
H (-0.4140, -1.5051, -0.7771)
H (0.7451, -2.5895, -1.9369)
H (2.2666, -2.4853, -2.5418)
H (1.8738, -1.4270, -1.2970)
H (-1.9996, 3.5873, -0.6674)
H (-1.7442, 2.5219, 0.6808)
H (-2.2059, 1.8744, -0.9490)

Output
Molar mass in g mol⁻¹: 181.260
LUMO energy (alpha / beta) in eV: -0.64 / -0.72
Frontier orbital gap (alpha / beta) in eV: 6.850 / 6.182

Atom charges from the Mulliken analysis, given in e for atoms 1 to 5:
1 C -0.417
2 C -0.428
3 C -0.650
4 C -0.574
5 C -0.517

=====

B wins, 0.120 eV ahead of the next structure.

=====

A:
The following is a DFT calculation (wB97M-V/def2-TZVPD) of 2 unconnected molecules or ions with the total composition CH5PS.

Element x y z (Å)
C (-0.7585, -0.7354, -0.0125)
P (0.6146, 0.4784, 0.1649)
S (2.4080, -0.0872, -0.0552)
H (-1.0561, -0.8182, -1.0770)
H (-0.3915, -1.7294, 0.1644)
H (-1.5695, -0.4292, 0.7749)
H (0.3281, 0.8900, 1.3973)
H (0.4249, 2.4311, -1.3568)

Output
Molar mass in g mol⁻¹: 80.092
LUMO energy (alpha / beta) in eV: -1.34 / -0.64
Frontier orbital gap (alpha / beta) in eV: 7.894 / 7.795

Atom charges from the Mulliken analysis, given in e for atoms 1 to 5:
1 C -0.795
2 P 0.173
3 S -0.299
4 H 0.264
5 H 0.323

=====

B:
The following is a DFT calculation (wB97M-V/def2-TZVPD) of 2 unconnected molecules or ions with the total composition CH5PS.

Element x y z (Å)
C (-0.7068, -0.0813, 0.6650)
P (-0.7883, 0.5924, -1.0457)
S (2.6985, -0.0118, -1.2720)
H (-0.1878, -0.9066, 1.0369)
H (-1.6812, -0.2801, 1.1171)
H (-0.3088, 0.6890, 1.3718)
H (-1.1397, -0.6987, -1.6257)
H (2.1141, 0.6971, -0.2475)

Output
Molar mass in g mol⁻¹: 80.092
LUMO energy (alpha / beta) in eV: -1.24 / -2.23
Frontier orbital gap (alpha / beta) in eV: 8.522 / 6.516

Atom charges from the Mulliken analysis, given in e for atoms 1 to 5:
1 C -1.090
2 P -0.005
3 S -0.210
4 H 0.420
5 H 0.380

=====

B wins, 0.208 eV ahead of the next structure.

=====

A:
The following is a DFT calculation (wB97M-V/def2-TZVPD) of a molecular structure, C5H6N2O2.

Element x y z (Å)
C (-2.6218, 0.5492, -1.1593)
C (-1.5507, 0.1507, -0.1399)
C (0.9377, 0.0510, 0.1200)
C (2.7827, -0.2719, 0.9477)
C (2.1926, -1.3993, 0.9994)
H (-3.3452, -0.2343, -1.1413)
H (-2.2976, 0.7082, -1.9903)
H (-3.0332, 1.6296, -0.5840)
H (-0.1146, 1.4414, -0.8374)
H (3.6630, 0.0175, 1.2659)
H (2.5749, -2.3705, 1.2587)
N (-0.2190, 0.6084, -0.5211)
N (1.9540, 0.7859, 0.4368)
O (-1.7696, -0.4276, 0.8453)
O (0.8469, -1.2383, 0.4995)

Output
Molar mass in g mol⁻¹: 126.115
LUMO energy in eV: 0.81
Frontier orbital gap in eV: 9.947

Atom charges from the Mulliken analysis, given in e for atoms 1 to 5:
1 C -1.183
2 C 0.560
3 C 0.573
4 C -0.291
5 C -0.381

=====

B:
The following is a DFT calculation (wB97M-V/def2-TZVPD) of 2 unconnected molecules or ions with the total composition C5H6N2O2.

Element x y z (Å)
H (0.3629, 2.1397, 0.7426)
N (-0.6010, 1.9545, 0.5115)
C (-0.5750, 1.4401, -0.6785)
C (0.7064, 1.3086, -1.3668)
N (1.7579, 1.3750, -1.8223)
C (-1.7361, 0.8307, -1.2529)
O (-2.2830, 1.2369, -2.2568)
H (-2.1888, 0.0074, -0.6010)
C (0.2549, -1.6477, 1.7964)
C (0.9876, -1.0487, 0.7939)
O (0.8755, -1.2060, -0.5361)
H (0.4294, -1.5362, 2.8530)
H (-0.4938, -2.4399, 1.6132)
H (1.7116, -0.3447, 1.1188)
H (0.7916, -2.0697, -0.9150)

Output
Molar mass in g mol⁻¹: 126.115
LUMO energy in eV: -0.82
Frontier orbital gap in eV: 8.860
SMILES: [H]/N=C(\C#N)C=O.C=CO

Atom charges from the Mulliken analysis, given in e for atoms 1 to 5:
1 H 0.305
2 N -0.574
3 C 0.660
4 C 0.197
5 N -0.394

=====

C:
The following is a DFT calculation (wB97M-V/def2-TZVPD) of C5H6N2O2 in the gas phase.

Element x y z (Å)
C (-2.9556, -0.2834, 0.1524)
C (-1.5287, 0.2958, -0.1956)
O (-1.3313, 1.4478, -0.5420)
N (-0.4405, -0.5877, 0.0795)
C (0.8131, -0.2359, -0.0515)
N (1.7994, -1.0665, -0.3522)
C (2.8907, -0.2378, -0.2010)
C (2.6415, 0.9602, 0.1352)
O (1.1869, 1.0220, 0.2714)
H (-2.8587, -0.5085, 1.0037)
H (-3.0573, -1.1331, -0.5182)
H (-3.7051, 0.4783, 0.0679)
H (-0.6907, -1.4057, 0.2275)
H (4.0441, -0.6849, -0.3569)
H (3.1923, 1.9396, 0.2798)

Output
Molar mass in g mol⁻¹: 126.115
LUMO energy in eV: 0.76
Frontier orbital gap in eV: 9.756
SMILES: CC(=O)Nc1ncco1

Atom charges from the Mulliken analysis, given in e for atoms 1 to 5:
1 C -1.412
2 C 0.747
3 O -0.548
4 N -0.054
5 C 0.636

=====

D:
The following is a DFT calculation (wB97M-V/def2-TZVPD) of C5H6N2O2 in the gas phase.

Element x y z (Å)
C (-0.1784, 1.5993, 1.0452)
C (0.0087, 0.5917, -0.0309)
C (1.3274, 0.6477, -0.6396)
O (2.0700, -0.5004, -0.1084)
N (1.0749, -1.4028, 0.3075)
C (-0.0472, -0.7849, 0.4858)
C (-1.4371, -1.1414, 0.3378)
N (-2.0208, -0.2919, -0.4806)
O (-1.0730, 0.6392, -0.9363)
H (-0.5746, 2.5974, 0.7226)
H (-0.8287, 1.1142, 1.8033)
H (0.7655, 1.7297, 1.6436)
H (1.3152, 0.3407, -1.7998)
H (2.0549, 1.4880, -0.7292)
H (-2.1291, -1.9924, 0.7391)

Output
Molar mass in g mol⁻¹: 126.115
LUMO energy in eV: -0.04
Frontier orbital gap in eV: 9.523
SMILES: C[C@@]12CON=C1C=NO2

Atom charges from the Mulliken analysis, given in e for atoms 1 to 5:
1 C -1.368
2 C 1.724
3 C -1.003
4 O -0.196
5 N -0.502

=====

A wins, 0.133 eV ahead of the next structure.